1.
The following is a quantum chemistry calculation of a cluster of 6 separate species, C34H39N7O2 in total, from the OMol25 dataset.

Values from the calculation:
**SMILES string**: C#CCCCc1cccc2c1C(=O)N(CN)C2=O.c1cc[nH]c1.c1cc[nH]c1.c1cc[nH]c1.c1cc[nH]c1.c1cc[nH]c1
**ΔE to the lowest compared entry with this formula, charge and spin**: 0.00 kcal per mole
**E_HOMO**: -8.010 eV

Positions of all 82 atoms, in Å:
O (0.4940, -0.2077, -5.1654)
O (3.9483, 0.0752, -2.2321)
N (2.2461, -0.5176, -3.6882)
N (0.2730, -1.0804, 1.9289)
N (-3.2338, -3.2581, -2.1378)
N (3.7931, -2.3347, -3.9716)
N (-1.6778, -5.6604, 4.5640)
N (0.2885, 2.0186, 2.6059)
N (-4.3757, 2.3097, 3.5315)
C (-1.8720, -1.4727, 1.5625)
C (5.3636, 2.6766, -3.1376)
C (0.9880, 2.7764, 3.5052)
C (-4.4469, -3.8698, -1.9775)
C (2.2396, 1.4460, -4.9305)
C (4.2011, 2.5846, -4.0863)
C (1.5210, 0.1695, -4.6702)
C (-1.2397, -1.1854, 0.3195)
C (-0.9970, 2.4691, 2.5228)
C (-0.4423, -4.0911, 5.5118)
C (5.5039, 2.7439, -0.5536)
C (-3.2364, -2.5211, -3.2909)
C (0.1388, 3.7218, 4.0127)
C (2.8469, 3.5051, -5.8929)
C (3.9353, 3.5786, -5.0264)
C (-0.9481, -4.9490, 6.5269)
C (-5.1224, 1.3017, 4.0734)
C (-0.9116, -4.5564, 4.3122)
C (2.4013, -1.9787, -3.7952)
C (1.9728, 2.4282, -5.8559)
C (-6.4243, 1.4895, 3.6902)
C (-4.4670, -2.6623, -3.8740)
C (-0.9118, -1.4000, 2.5361)
C (-5.1823, 3.1413, 2.8060)
C (0.0837, -0.9510, 0.5766)
C (-1.1243, 3.5247, 3.3886)
C (3.3224, 1.5162, -4.0704)
C (-5.2361, -3.5191, -3.0397)
C (3.4272, 1.7367, 0.7740)
C (4.3800, 2.2008, 0.2110)
C (3.2979, 0.2973, -3.2150)
C (-6.4624, 2.6596, 2.8840)
C (-1.7063, -5.9066, 5.9097)
C (4.9937, 3.4381, -1.8419)
H (1.7914, -2.3110, -4.6297)
H (6.1921, 1.9350, -0.7940)
H (-1.7044, -1.1499, -0.6525)
H (-4.7818, -2.2032, -4.7958)
H (4.6128, 4.4215, -5.0654)
H (-0.7743, -4.8705, 7.5868)
H (-7.3288, 3.0956, 2.4158)
H (6.0511, 3.4619, 0.0577)
H (4.1574, -2.8345, -3.1762)
H (0.3909, 4.4684, 4.7464)
H (-0.9701, -1.5434, 3.6016)
H (5.4171, 4.4381, -1.9023)
H (-2.4593, -3.3350, -1.5041)
H (-0.7677, -4.1967, 3.3075)
H (5.7028, 1.6681, -2.9129)
H (-4.6441, -4.4983, -1.1262)
H (-2.9129, -1.7007, 1.7212)
H (-6.2515, -3.8394, -3.2016)
H (0.9015, -0.7037, -0.0811)
H (1.1239, 2.3448, -6.5177)
H (3.9312, -2.8911, -4.8010)
H (0.1936, -3.2322, 5.6499)
H (-7.2563, 0.8598, 3.9571)
H (-2.3672, -1.9641, -3.5978)
H (0.6571, 1.2459, 2.0845)
H (-2.1479, -6.2070, 3.8672)
H (3.9123, 3.5263, -1.7961)
H (2.0275, 2.5781, 3.7043)
H (2.6908, 4.3074, -6.6001)
H (-1.7061, 1.9978, 1.8618)
H (1.9934, -2.4358, -2.8947)
H (2.4611, 1.3349, 0.9482)
H (-2.2620, -6.7361, 6.3113)
H (-4.7795, 4.0009, 2.2978)
H (-3.3831, 2.4207, 3.6450)
H (1.1518, -0.9631, 2.4008)
H (-4.6667, 0.5408, 4.6834)
H (-2.0201, 4.1025, 3.5530)
H (6.1823, 3.1800, -3.6527)

Löwdin atomic charge list, values in e, 8 entries: 0.126 0.129 0.055 -0.007 -0.001 0.043 0.003 0.013

2.
The following is a quantum chemistry calculation of a structure of composition C17H15F3IrN5O3S5, from the OMol25 dataset.

Values from the calculation:
**Charge**: +1
**ΔE to the lowest compared entry with this formula, charge and spin**: 0.00 kcal per mole
**E_HOMO (spin up / spin down)**: -10.545 / -11.464 eV
**Spin multiplicity**: 2

Positions of all 49 atoms, in Å:
Ir (1.1306, 0.4433, -0.1501)
S (1.2301, 2.6889, -0.7217)
S (4.1518, 1.8135, -3.7321)
S (2.7518, 0.3099, 1.5394)
S (2.8900, 0.0961, -1.6862)
S (2.6964, 4.2441, -2.7848)
F (-4.4344, -1.7566, -3.3737)
F (-3.1378, -2.0773, -5.0762)
F (-4.1141, -0.1639, -4.8027)
O (0.3479, -1.4048, 0.4694)
O (4.4638, 4.2301, -4.7424)
O (-0.4256, 0.9321, 1.0958)
N (1.5706, 2.4052, 2.7138)
N (3.7763, 2.0413, 3.2185)
N (-0.2504, 0.1636, -1.7675)
N (-1.0838, -0.0597, 1.6209)
N (-0.6547, -1.1945, 1.3092)
C (-2.4010, 0.5431, -2.7230)
C (2.3579, 2.7494, -1.9804)
C (-1.2968, -2.3684, 1.8541)
C (-1.3316, 0.9322, -1.9407)
C (-1.1117, -3.5745, 1.2017)
C (-3.5205, -1.1777, -4.1658)
C (-2.3487, -0.6937, -3.3410)
C (3.0461, 1.6143, -2.4088)
C (-2.6590, -3.3986, 3.5102)
C (-0.2096, -1.0358, -2.3653)
C (-2.0566, -2.2576, 3.0089)
C (-2.4960, -4.6193, 2.8684)
C (-1.7247, -4.7053, 1.7193)
C (3.8997, 3.5722, -3.9332)
C (1.5024, 3.6622, 3.4408)
C (2.6740, 1.6958, 2.5504)
C (-1.2350, -1.4976, -3.1644)
H (0.7473, 2.0681, 2.2375)
H (3.7654, 2.7431, 3.9388)
H (-0.4993, -3.6222, 0.3144)
H (4.6154, 1.5021, 3.0906)
H (-1.3234, 1.8896, -1.4383)
H (-2.9674, -5.5061, 3.2695)
H (-3.2493, -3.3339, 4.4138)
H (2.2260, 4.3772, 3.0458)
H (-1.1625, -2.4679, -3.6336)
H (-1.5921, -5.6570, 1.2234)
H (0.6786, -1.6292, -2.2052)
H (-2.1664, -1.3033, 3.5019)
H (-3.2524, 1.1972, -2.8437)
H (1.6766, 3.5154, 4.5085)
H (0.5063, 4.0749, 3.3161)

Löwdin atomic charge list, values in e, 8 entries: 0.743 0.675 1.022 0.663 0.640 1.019 0.166 0.162

3.
The following is a quantum chemistry calculation of a structure of composition C8H13BeF3NO8V, from the OMol25 dataset.

Values from the calculation:
**E_HOMO**: -8.592 eV

Positions of all 35 atoms, in Å:
V (0.4318, -6.0902, -0.1423)
F (1.4318, -0.0253, -2.9396)
F (-4.6682, -4.0580, 0.6997)
F (0.5318, 5.5247, -0.5043)
O (-3.1762, -0.4244, 1.1276)
O (-0.3594, -7.6573, -0.0756)
O (-3.5988, -2.7426, 1.5903)
O (-0.4668, 3.4855, 0.3609)
O (-4.4682, -1.9813, -0.5528)
O (0.9341, 1.9534, 1.3262)
O (1.2231, -4.5231, -0.2089)
O (1.7659, 3.4401, -0.1492)
N (-0.2730, -0.4180, -1.4301)
C (2.2503, 1.5395, 1.0072)
C (0.6439, 3.0041, 0.4995)
C (3.9712, 2.5397, -0.5402)
C (-2.2954, 0.1338, 0.0901)
C (-0.3938, -2.0455, 0.5727)
C (-0.9871, -0.7794, -0.2827)
C (-3.7722, -1.7130, 0.7155)
C (2.8677, 2.7943, 0.4670)
Be (-2.4682, 2.3701, -1.4316)
H (0.7571, -1.9469, 0.7608)
H (3.5781, 2.0657, -1.4464)
H (-0.6447, -3.0227, -0.0647)
H (-0.7232, 0.4233, -1.8800)
H (-3.7684, -2.0414, -1.2948)
H (-2.8798, 0.4413, -0.9032)
H (2.1925, 0.7281, 0.2737)
H (-1.8699, 1.1597, 0.5273)
H (4.4201, 3.4872, -0.8543)
H (-0.9432, -2.1428, 1.6257)
H (4.7573, 1.9061, -0.1191)
H (3.2333, 3.4398, 1.2747)
H (2.7662, 1.1756, 1.9008)

Löwdin atomic charge list, values in e, 8 entries: 1.163 -0.418 -0.198 -0.343 -0.023 -0.588 0.097 0.054

4.
The following is a quantum chemistry calculation of a structure of composition C16H40O18S2V, from the OMol25 dataset.

Values from the calculation:
**Charge**: -3
**ΔE to the lowest compared entry with this formula, charge and spin**: 0.00 kcal per mole
**E_HOMO**: 1.998 eV

Positions of all 77 atoms, in Å:
V (-23.8873, -1.9849, 19.6967)
S (-21.6316, -2.1928, 22.3352)
S (-23.1116, -5.3631, 19.3694)
O (-22.5387, -5.6707, 20.6664)
O (-21.5375, 1.1592, 22.8939)
O (-27.0792, -5.0869, 20.2132)
O (-26.1953, -7.5924, 21.1729)
O (-21.6912, 5.3446, 19.2152)
O (-22.6195, -1.7389, 21.2977)
O (-24.4329, -6.0025, 19.2418)
O (-21.7037, -3.6527, 22.5004)
O (-22.1812, 3.3242, 17.0748)
O (-20.2782, -1.7618, 22.1345)
O (-23.9166, -0.3610, 19.3372)
O (-22.2835, -6.0381, 18.3919)
O (-25.3167, -2.3169, 20.3592)
O (-24.9506, -2.1200, 17.5249)
O (-21.9327, -1.5380, 23.6065)
O (-23.2499, -3.9201, 19.2091)
O (-20.6982, 1.0010, 25.6107)
O (-21.9906, -1.6165, 17.9911)
C (-21.9658, 2.1471, 23.8434)
C (-22.1465, 2.0077, 17.6722)
C (-21.7141, 1.5771, 21.5737)
C (-20.6134, -1.9542, 18.4536)
C (-27.0037, -5.3142, 21.6191)
C (-20.7094, 4.3738, 18.9126)
C (-26.0328, -6.3823, 21.9682)
C (-21.9718, 1.5605, 25.2501)
C (-28.0701, -4.1317, 19.7825)
C (-21.4031, 5.9552, 20.4386)
C (-20.9591, 4.0406, 17.3587)
C (-26.2910, -2.0412, 16.9866)
C (-25.7117, -8.7074, 21.8269)
C (-20.0715, 1.6495, 26.7143)
C (-23.9152, -1.7594, 16.5723)
C (-22.4200, -2.1387, 16.7929)
H (-22.7758, 1.5549, 21.3277)
H (-29.0702, -4.2421, 20.2017)
H (-26.0726, -6.5704, 23.0411)
H (-21.1334, 0.9327, 20.9136)
H (-22.9088, 2.5804, 23.5102)
H (-26.2039, -8.8102, 22.7940)
H (-25.9742, -9.5268, 21.1577)
H (-20.8636, 5.2873, 21.1102)
H (-21.2792, 2.9790, 23.6867)
H (-20.5252, 1.4663, 27.6883)
H (-20.7016, -2.7512, 19.1919)
H (-21.3598, 2.6034, 21.4773)
H (-20.8339, 6.8691, 20.2687)
H (-19.9407, 2.7222, 26.5720)
H (-26.4751, -2.8056, 16.2318)
H (-27.0062, -2.2473, 17.7830)
H (-24.1853, -2.1645, 15.5971)
H (-22.3498, 2.3083, 25.9471)
H (-20.9403, 4.9134, 16.7061)
H (-19.6665, 4.6636, 19.0416)
H (-20.2199, -1.1081, 19.0169)
H (-19.9765, -2.3732, 17.6746)
H (-23.9983, -0.6836, 16.4182)
H (-21.8029, -1.8756, 15.9338)
H (-26.7127, -4.4080, 22.1502)
H (-27.8421, -3.0841, 19.9792)
H (-19.1197, 1.1250, 26.7975)
H (-22.2980, 6.4383, 20.8307)
H (-28.1431, -4.2701, 18.7038)
H (-22.7348, 0.7838, 25.3016)
H (-21.2200, 1.4340, 17.6477)
H (-27.9713, -5.6647, 21.9784)
H (-22.9240, 1.3639, 17.2610)
H (-24.9934, -6.0928, 21.8130)
H (-22.5046, -3.2093, 16.9792)
H (-26.4909, -1.0383, 16.6094)
H (-20.1156, 3.4533, 16.9961)
H (-24.6292, -8.7449, 21.9485)
H (-22.4683, 2.0708, 18.7117)
H (-20.8929, 3.5104, 19.5521)

Löwdin atomic charge list, values in e, 8 entries: 0.958 0.184 0.150 -0.381 -0.177 -0.161 -0.172 -0.181